{
  "formula": "C16H60N6O14",
  "method": "ωB97M-V/def2-TZVPD",
  "lumo_ev": -0.13,
  "total_charge": 0,
  "homo_ev": -8.918,
  "species": ["C", "C", "O", "H", "H", "H", "H", "H", "H", "C", "C", "O", "H", "H", "H", "H", "H", "H", "C", "O", "N", "N", "H", "H", "H", "H", "C", "O", "N", "N", "H", "H", "H", "H", "C", "O", "N", "N", "H", "H", "H", "H", "C", "O", "H", "H", "H", "H", "C", "O", "H", "H", "H", "H", "C", "O", "H", "H", "H", "H", "C", "O", "H", "H", "H", "H", "C", "O", "H", "H", "H", "H", "C", "O", "H", "H", "H", "H", "C", "O", "H", "H", "H", "H", "C", "O", "H", "H", "H", "H", "C", "O", "H", "H", "H", "H"],
  "xyz": [[-0.92, -3.49, -1.98], [-0.73, -4.93, -2.22], [0.66, -5.29, -2.28], [-1.91, -3.26, -1.56], [-0.98, -2.92, -2.92], [-0.23, -3.03, -1.21], [-1.25, -5.12, -3.15], [-1.24, -5.51, -1.43], [0.67, -6.26, -2.24], [1.90, -3.49, 3.32], [2.31, -2.02, 3.52], [1.99, -1.29, 2.34], [2.33, -4.01, 2.48], [0.84, -3.53, 3.10], [2.21, -4.04, 4.27], [3.42, -1.90, 3.70], [1.73, -1.70, 4.37], [2.30, -0.39, 2.48], [-2.33, 2.21, 2.18], [-2.23, 1.09, 2.94], [-3.41, 2.95, 2.29], [-1.43, 2.70, 1.45], [-4.23, 2.50, 2.77], [-3.59, 3.85, 1.82], [-0.62, 2.12, 1.18], [-1.45, 3.68, 1.16], [-3.58, -0.55, -3.08], [-2.25, -0.50, -2.76], [-4.13, -1.09, -4.12], [-4.44, 0.40, -2.92], [-4.52, -2.02, -3.80], [-3.33, -1.47, -4.66], [-4.98, 0.27, -1.97], [-3.87, 1.29, -2.73], [1.54, 4.35, 1.08], [1.35, 3.04, 0.88], [1.94, 4.72, 2.28], [1.45, 5.29, 0.21], [2.24, 3.99, 2.90], [2.29, 5.61, 2.55], [1.40, 5.03, -0.81], [1.91, 6.16, 0.50], [0.05, 0.04, -0.42], [-0.08, 0.12, 0.97], [0.51, -0.86, -0.82], [0.56, 0.84, -0.95], [-0.89, 0.10, -0.83], [0.61, -0.48, 1.30], [-2.78, -1.53, 0.69], [-2.97, -0.19, 0.53], [-3.04, -1.96, 1.65], [-1.76, -1.78, 0.46], [-3.35, -2.07, -0.06], [-2.14, 0.24, 0.77], [1.38, 3.00, -2.97], [1.26, 4.28, -2.36], [2.42, 2.67, -3.01], [0.98, 3.00, -4.01], [0.78, 2.34, -2.39], [1.95, 4.83, -2.78], [-1.84, 2.51, -1.96], [-2.93, 2.08, -1.23], [-1.13, 3.14, -1.46], [-2.31, 2.96, -2.81], [-1.29, 1.67, -2.33], [-2.82, 2.32, -0.30], [1.24, -1.45, -4.06], [0.34, -0.38, -4.28], [0.80, -2.45, -4.18], [1.58, -1.47, -3.02], [2.13, -1.42, -4.60], [-0.43, -0.68, -3.79], [2.21, -3.14, -0.28], [3.37, -2.71, 0.41], [2.18, -4.22, -0.38], [2.19, -2.60, -1.22], [1.28, -2.90, 0.17], [3.03, -2.46, 1.29], [3.29, 0.60, -0.84], [4.61, 0.73, -1.16], [2.87, 1.54, -0.37], [3.01, -0.22, -0.17], [2.79, 0.31, -1.80], [4.79, 1.64, -1.53], [-1.28, -1.88, 4.03], [-1.17, -0.62, 4.63], [-0.53, -2.57, 4.48], [-0.99, -1.73, 3.01], [-2.33, -2.34, 4.05], [-1.47, 0.04, 4.00], [1.30, 1.54, 3.68], [2.20, 1.42, 2.55], [1.51, 0.73, 4.37], [0.28, 1.50, 3.26], [1.35, 2.49, 4.24], [1.86, 2.01, 1.88]]
}

=====

{
  "formula": "C18H20N2S",
  "method": "ωB97M-V/def2-TZVPD",
  "lumo_ev": 0.59,
  "smiles": "C=C(C)CN(Cc1ccccc1)C(=S)Nc1ccccc1",
  "total_charge": 0,
  "homo_ev": -7.923,
  "species": ["C", "C", "C", "C", "N", "C", "C", "C", "C", "C", "C", "C", "C", "S", "N", "C", "C", "C", "C", "C", "C", "H", "H", "H", "H", "H", "H", "H", "H", "H", "H", "H", "H", "H", "H", "H", "H", "H", "H", "H", "H"],
  "xyz": [[-0.49, 0.97, 4.04], [-0.27, 1.31, 2.78], [1.09, 1.57, 2.22], [-1.41, 1.51, 1.81], [-1.34, 0.65, 0.65], [-1.55, -0.76, 0.93], [-0.28, -1.48, 1.33], [-0.17, -2.03, 2.60], [0.99, -2.67, 2.99], [2.06, -2.77, 2.12], [1.95, -2.22, 0.85], [0.79, -1.58, 0.46], [-0.94, 1.15, -0.55], [-0.54, 2.74, -0.74], [-0.95, 0.29, -1.61], [-0.46, 0.51, -2.91], [0.69, 1.24, -3.16], [1.15, 1.38, -4.45], [0.48, 0.79, -5.51], [-0.66, 0.04, -5.26], [-1.13, -0.11, -3.97], [0.32, 0.85, 4.74], [-1.48, 0.80, 4.42], [1.85, 1.48, 3.00], [1.14, 2.57, 1.79], [1.32, 0.86, 1.43], [-2.37, 1.34, 2.31], [-1.39, 2.54, 1.44], [-2.01, -1.27, 0.07], [-2.27, -0.82, 1.75], [-1.00, -1.96, 3.29], [1.06, -3.10, 3.98], [2.97, -3.26, 2.42], [2.78, -2.29, 0.16], [0.72, -1.16, -0.53], [-1.58, -0.50, -1.55], [1.23, 1.69, -2.34], [2.04, 1.95, -4.64], [0.84, 0.90, -6.52], [-1.19, -0.44, -6.07], [-2.02, -0.69, -3.77]]
}

=====

{
  "formula": "C28H46BrCdN3P2",
  "method": "ωB97M-V/def2-TZVPD",
  "lumo_ev": [-8.23, -7.89],
  "total_charge": 2,
  "homo_ev": [-12.841, -12.923],
  "species": ["N", "C", "C", "C", "C", "C", "C", "Cd", "P", "C", "C", "C", "C", "C", "C", "C", "Br", "H", "H", "H", "H", "H", "H", "H", "H", "H", "H", "P", "C", "C", "H", "H", "H", "H", "H", "C", "C", "H", "H", "H", "H", "H", "C", "C", "H", "H", "H", "H", "H", "C", "C", "H", "H", "H", "H", "H", "C", "C", "H", "H", "H", "H", "H", "C", "C", "H", "H", "H", "H", "H", "C", "N", "C", "C", "N", "H", "H", "H", "H", "H", "H"],
  "xyz": [[2.45, -8.38, -5.70], [1.23, -8.54, -5.18], [0.65, -7.59, -4.32], [1.38, -6.45, -3.94], [2.69, -6.33, -4.46], [3.18, -7.30, -5.36], [0.81, -5.40, -3.13], [-0.92, 0.27, 0.71], [-1.65, 5.39, -0.73], [1.41, -4.20, -2.98], [0.87, -3.16, -2.16], [1.12, -1.82, -2.50], [0.43, -0.80, -1.85], [-0.39, -1.18, -0.80], [-0.68, -2.48, -0.43], [0.00, -3.50, -1.09], [-2.95, 1.87, 1.14], [-0.18, -5.58, -2.70], [2.29, -3.95, -3.56], [-0.37, -7.73, -3.96], [3.33, -5.49, -4.21], [0.67, -9.45, -5.45], [4.16, -7.19, -5.82], [1.81, -1.58, -3.32], [-0.16, -4.54, -0.81], [0.55, 0.23, -2.16], [-1.38, -2.73, 0.36], [1.49, 0.44, 1.52], [-2.83, 4.18, -1.43], [-3.63, 4.85, -2.57], [-3.51, 3.85, -0.63], [-2.28, 3.30, -1.78], [-4.50, 4.24, -2.84], [-3.99, 5.84, -2.27], [-3.02, 4.97, -3.47], [-0.09, 5.16, -1.64], [0.78, 6.43, -1.63], [-0.38, 4.94, -2.68], [0.43, 4.29, -1.22], [1.62, 6.31, -2.32], [0.21, 7.31, -1.97], [1.19, 6.65, -0.64], [-1.36, 5.11, 1.05], [-2.44, 5.81, 1.88], [-0.38, 5.55, 1.29], [-1.37, 4.02, 1.24], [-2.27, 5.66, 2.95], [-2.46, 6.90, 1.71], [-3.44, 5.43, 1.64], [1.54, 1.02, 3.27], [2.67, 0.51, 4.15], [0.57, 0.74, 3.70], [1.57, 2.11, 3.21], [2.51, -0.53, 4.47], [3.65, 0.57, 3.66], [2.71, 1.12, 5.06], [2.28, 1.75, 0.50], [3.30, 1.28, -0.53], [2.72, 2.46, 1.22], [1.44, 2.27, 0.00], [4.23, 0.95, -0.06], [2.92, 0.47, -1.17], [3.55, 2.12, -1.19], [2.53, -1.06, 1.33], [2.02, -2.30, 2.08], [3.55, -0.78, 1.65], [2.55, -1.27, 0.25], [2.30, -3.19, 1.50], [2.50, -2.39, 3.06], [0.93, -2.32, 2.21], [-3.72, 0.65, 4.75], [-3.43, -0.72, 4.33], [-4.19, -1.81, 4.95], [-2.56, -0.94, 3.39], [-1.74, -1.06, 2.54], [-4.46, 0.62, 5.56], [-4.11, 1.23, 3.89], [-2.81, 1.15, 5.10], [-4.83, -2.30, 4.21], [-3.50, -2.56, 5.37], [-4.81, -1.40, 5.75]]
}

=====

Per-record energy relative to the best compared isomer or geometry (same formula, charge and spin), eV: 3.0973, 0.2234, 0.0000